# C56H144N8O18

A cluster of 12 separate species, C56H144N8O18 in total (ωB97M-V/def2-TZVPD, the Open Molecules 2025 dataset).

Geometry as XYZ:
```
226
C56H144N8O18 ωB97M-V/def2-TZVPD
C 24.6290 -14.9603 12.5151
C 25.4290 -13.6612 12.8119
C 24.7735 -12.5602 12.0665
O 25.2089 -13.4316 14.1021
H 25.1575 -15.5241 11.7464
H 23.7080 -14.7670 11.9651
H 24.3088 -15.6025 13.3356
H 26.4866 -13.7698 12.5712
H 23.7082 -12.4449 12.2662
H 24.8368 -12.8244 11.0110
H 25.2168 -11.5680 12.1504
H 24.2874 -13.6749 14.2171
C 19.2029 -25.6284 2.7708
C 18.5531 -26.9927 2.4950
C 18.6267 -27.3645 1.0179
O 19.2144 -27.9998 3.2362
H 19.1617 -25.4824 3.8502
H 18.6237 -24.9218 2.1764
H 20.2234 -25.5072 2.4077
H 17.5502 -26.9210 2.9159
H 18.1302 -26.6046 0.4145
H 18.2897 -28.3581 0.7224
H 19.6334 -27.4561 0.6101
H 18.9932 -27.7655 4.1405
C 21.7535 -9.6254 8.1252
C 22.6962 -8.5297 7.6080
C 23.3183 -8.8133 6.1891
O 21.9850 -7.2903 7.5406
H 21.3878 -9.4178 9.1308
H 22.3364 -10.5451 8.0758
H 21.0156 -9.8042 7.3432
H 23.4907 -8.3886 8.3407
H 22.5800 -9.1634 5.4676
H 23.9744 -9.6760 6.3045
H 23.7746 -7.9287 5.7448
H 21.9040 -7.0976 6.6037
C 17.0195 -12.7503 2.9324
C 17.4900 -14.2064 2.9435
C 16.4644 -15.3060 3.4216
O 17.9192 -14.6311 1.6660
H 16.0716 -12.8406 2.4019
H 17.7138 -11.9710 2.6181
H 16.6618 -12.4082 3.9035
H 18.3234 -14.3957 3.6201
H 16.9977 -16.2560 3.4563
H 15.5366 -15.5382 2.8987
H 16.1764 -15.1021 4.4529
H 17.7122 -15.5683 1.6466
C 25.6981 -25.0116 0.5382
C 27.0536 -24.6962 -0.1512
C 27.7870 -23.5957 0.6292
O 28.8608 -23.1304 -0.1246
C 28.8067 -21.7364 -0.3734
N 27.8560 -25.8349 -0.2790
H 25.1817 -24.0540 0.6049
H 25.8494 -25.3401 1.5664
H 25.2621 -25.7985 -0.0773
H 26.7401 -24.4245 -1.1592
H 28.0847 -23.9550 1.6143
H 27.1300 -22.7550 0.8523
H 28.1408 -21.4347 -1.1819
H 29.8360 -21.6119 -0.7098
H 28.7167 -21.2509 0.5984
H 28.6418 -25.5399 -0.8408
H 28.2315 -25.8849 0.6573
C 22.3076 -10.0330 0.1418
C 22.3414 -11.4051 -0.4962
C 22.8825 -12.5598 0.3858
O 24.2569 -12.3064 0.7081
C 24.8183 -13.2106 1.6304
N 21.0661 -11.6624 -1.0047
H 22.0076 -9.2316 -0.5334
H 23.3076 -9.9514 0.5679
H 21.4601 -9.8609 0.8053
H 22.9600 -11.1759 -1.3638
H 22.8329 -13.5644 -0.0342
H 22.1691 -12.5636 1.2100
H 25.1292 -12.5438 2.4346
H 25.8083 -13.5068 1.2836
H 24.2518 -14.1234 1.8146
H 20.5150 -12.1363 -0.3034
H 21.1007 -12.3299 -1.7619
C 18.5754 -14.7665 8.5072
O 18.5890 -16.1166 7.9489
C 19.8078 -16.2973 7.1782
C 19.9955 -17.6729 6.4770
N 21.0785 -17.8470 5.4486
C 20.8752 -19.2482 4.9318
C 21.6738 -19.3952 3.6334
O 21.1554 -18.5734 2.5213
C 21.9482 -18.5536 1.3087
H 19.4264 -14.7105 9.1861
H 17.6548 -14.5804 9.0603
H 18.6834 -14.1225 7.6344
H 20.6303 -16.1437 7.8768
H 19.8070 -15.5534 6.3816
H 19.0999 -17.8596 5.8845
H 20.1996 -18.3699 7.2898
H 21.1532 -17.0948 4.7788
H 19.8034 -19.3328 4.7524
H 21.2946 -19.9450 5.6576
H 21.6378 -20.4314 3.2971
H 22.6997 -19.1213 3.8795
H 21.3873 -18.0111 0.5476
H 22.0128 -19.5359 0.8408
H 22.9803 -18.2084 1.3692
C 24.2320 -20.7563 11.1607
O 24.9522 -20.2639 10.0087
C 25.4096 -21.3404 9.2794
C 26.5620 -20.9825 8.3080
N 26.2930 -19.7838 7.5036
C 27.3781 -19.4010 6.5973
C 26.9883 -18.1083 5.8429
O 27.3539 -16.8261 6.4850
C 26.4913 -16.3123 7.3811
H 23.7631 -19.9140 11.6693
H 24.9052 -21.3001 11.8235
H 23.5040 -21.5304 10.9181
H 24.5247 -21.6366 8.7161
H 25.8111 -22.2240 9.7756
H 26.7110 -21.8815 7.7099
H 27.5416 -20.8956 8.7781
H 25.7723 -19.0484 7.9598
H 27.5906 -20.2076 5.8957
H 28.2992 -19.1293 7.1129
H 25.9256 -18.0850 5.6014
H 27.4921 -18.0240 4.8800
H 26.8854 -15.3588 7.7327
H 26.2354 -17.0329 8.1578
H 25.5465 -15.9627 6.9648
C 27.2187 -14.7898 -4.6685
O 27.1715 -15.9717 -5.4957
C 27.4045 -17.1255 -4.7509
C 27.6247 -18.3953 -5.5992
N 28.5860 -18.4064 -6.6899
C 28.5781 -19.5776 -7.5605
C 29.2924 -20.7979 -6.9758
O 28.5498 -21.4075 -5.8931
C 29.1915 -22.5707 -5.4736
H 27.7277 -13.9500 -5.1414
H 27.7536 -14.8114 -3.7190
H 26.2325 -14.5072 -4.3002
H 26.5791 -17.1956 -4.0425
H 28.2724 -17.0793 -4.0932
H 26.6824 -18.8592 -5.8907
H 27.8437 -19.1918 -4.8881
H 29.5056 -18.1526 -6.3584
H 29.1871 -19.3326 -8.4307
H 27.5825 -19.8239 -7.9296
H 30.2507 -20.5144 -6.5405
H 29.5160 -21.5654 -7.7167
H 28.5833 -23.3662 -5.9041
H 28.8130 -22.5886 -4.4516
H 30.2752 -22.5856 -5.3571
C 15.8611 -19.3267 13.3600
O 16.8331 -20.3303 13.3651
C 16.4850 -21.4933 14.1087
C 15.4173 -22.2773 13.3366
N 14.0855 -21.8984 13.5823
C 13.1233 -22.7930 12.8007
C 11.7321 -22.3742 13.3932
O 11.4957 -21.1182 12.7384
C 10.1185 -20.7104 13.0210
H 16.2767 -18.3867 13.7232
H 15.0245 -19.4720 14.0434
H 15.5090 -19.1618 12.3417
H 16.2371 -21.2446 15.1406
H 17.4167 -22.0472 13.9937
H 15.5218 -23.3500 13.4999
H 15.6584 -22.2266 12.2748
H 13.9439 -20.9998 13.1435
H 13.3165 -23.8408 13.0305
H 13.2162 -22.5605 11.7398
H 11.6139 -22.3117 14.4750
H 10.9690 -23.0980 13.1071
H 9.6880 -19.7126 12.9357
H 9.7748 -21.0633 13.9934
H 9.4554 -21.3792 12.4722
C 13.8716 -22.4486 4.8947
O 12.8852 -21.3716 5.0412
C 12.9090 -20.5897 6.2097
C 11.7218 -19.6972 6.4199
N 10.3662 -20.2195 6.2074
C 10.0019 -21.1644 7.1908
C 8.5787 -21.6056 6.9662
O 8.4419 -22.5187 5.9389
C 7.2328 -23.1242 5.6694
H 14.8737 -22.0208 4.9242
H 13.7707 -22.9240 3.9190
H 13.7447 -23.2131 5.6611
H 13.7486 -19.9001 6.2972
H 12.9716 -21.1013 7.1701
H 11.8809 -18.8074 5.8107
H 11.7430 -19.4842 7.4887
H 10.4819 -20.8402 5.4192
H 9.9858 -20.7111 8.1820
H 10.6096 -22.0692 7.2055
H 7.8402 -20.8701 6.6472
H 8.2179 -22.0810 7.8783
H 6.6895 -23.4790 6.5452
H 7.3316 -24.0304 5.0719
H 6.6669 -22.4145 5.0659
C 21.5865 -18.6513 18.4595
O 21.0973 -17.3387 18.7444
C 21.0646 -16.3893 17.6194
C 20.8467 -14.9877 18.1198
N 20.9216 -14.0429 16.9997
C 19.6281 -13.4371 16.7867
C 19.2800 -12.4586 17.8808
O 20.3378 -11.5474 18.2430
C 20.0746 -10.7998 19.4297
H 22.6748 -18.6694 18.5172
H 21.0681 -19.0118 17.5710
H 21.1859 -19.2757 19.2581
H 20.1477 -16.6090 17.0725
H 21.9852 -16.4871 17.0440
H 21.5207 -14.7862 18.9524
H 19.8167 -14.9696 18.4761
H 21.4243 -13.3138 17.4854
H 18.8373 -14.1679 16.6176
H 19.5891 -12.8995 15.8393
H 18.9965 -12.9038 18.8345
H 18.4970 -11.8626 17.4119
H 20.6503 -9.8742 19.4372
H 20.2867 -11.4472 20.2806
H 19.0630 -10.3976 19.4825
```

## Properties
F_max: 4.8 eV/A
Spin multiplicity: 1
Electronic energy: -4011.6835 Ha
Structure (SMILES): COC[C@H](C)N.COC[C@H](C)N.COCCNCCOC.COCCNCCOC.COCCNCCOC.COCCNCCOC.COCCNCCOC.COCCNCCOC.CC(C)O.CC(C)O.CC(C)O.CC(C)O
Orbital gap: 0.31219 hartree
Highest occupied orbital energy: -8.43 eV
Energy above the lowest of the compared OMol25 structures with the same formula, charge and spin: 223.9 kcal per mole